(1)
2 unconnected molecules or ions with the total composition C5H12Si, computed with ωB97M-V/def2-TZVPD.

Summary:
Energy relative to the best compared isomer or geometry (same formula, charge and spin): 4.621 eV
Highest occupied orbital energy (spin up / spin down): -8.733 / -7.780 eV
Total energy: -13252.110 eV

```
! wB97M-V def2-TZVPD RIJCOSX def2/J DEFGRID3
* xyz 0 1
C -2.42443 0.37993 -0.34799
C -1.09627 0.71346 -0.58905
C 0.89416 -1.73788 -1.07874
C -0.29230 -0.18868 1.66213
C -0.03819 0.62548 0.35828
Si 1.66299 1.10364 -0.16592
H -3.27755 0.57222 -0.96668
H -2.56302 0.14437 0.67757
H -0.95077 1.19922 -1.53519
H 1.30017 -2.05241 -0.08724
H 1.60798 -1.64009 -1.94416
H -0.09546 -1.94377 -1.31469
H -1.30667 0.08932 2.11861
H -0.39085 -1.32573 1.43455
H 0.50685 0.10554 2.41468
H 1.83533 2.60836 0.35747
H 1.87558 0.83570 -1.60796
H 2.75246 0.51131 0.61433
*
```

=====

(2)
A molecular structure, C32H43BFInN8S3Si, computed with ωB97M-V/def2-TZVPD.

Summary:
Energy relative to the best compared isomer or geometry (same formula, charge and spin): 0.288 eV
Highest occupied orbital energy: -0.871 eV
Total energy: -94761.460 eV

```
! wB97M-V def2-TZVPD RIJCOSX def2/J DEFGRID3
* xyz -2 1
In -0.02204 -0.82611 -0.36100
C 1.39676 -0.75941 -3.83640
C 2.08016 0.15989 -2.89250
C 3.16056 1.00619 -3.17180
C 3.42256 1.66459 -1.98780
C 4.47076 2.69399 -1.74030
N 2.53506 1.22729 -1.07180
N 1.72436 0.32189 -1.62950
B 2.46896 1.56099 0.42300
N 1.07496 2.11349 0.76630
N -0.02004 1.36739 0.62310
C -1.07134 2.08649 0.97300
C -2.46154 1.57359 0.91610
C -0.64034 3.35999 1.35760
C 0.73336 3.33829 1.21030
C 1.67596 4.45489 1.49980
N 2.74056 0.26749 1.19590
N 2.13146 -0.87881 0.87210
C 2.69086 -1.85771 1.56110
C 2.30726 -3.29211 1.46840
C 3.69676 -1.32421 2.37900
C 3.70066 0.02959 2.11240
C 4.57266 1.06709 2.73160
H 1.45386 -0.37421 -4.85470
H 0.35966 -0.89691 -3.53310
H 1.88266 -1.73641 -3.82370
H 3.67766 1.10969 -4.10680
H 5.00966 2.88009 -2.66690
H 5.18136 2.35889 -0.98650
H 4.02476 3.62949 -1.40410
H 3.28406 2.38309 0.69120
H -2.44224 0.52299 0.64280
H -3.02564 2.12499 0.16280
H -2.95234 1.70899 1.87970
H -1.24594 4.18119 1.68970
H 1.10576 5.31539 1.84570
H 2.23626 4.73959 0.61170
H 2.38896 4.17539 2.27270
H 1.59026 -3.43761 0.66500
H 1.88366 -3.63511 2.41660
H 3.19306 -3.88811 1.24830
H 4.33166 -1.85871 3.06100
H 5.18506 0.60289 3.50250
H 3.97476 1.85419 3.18680
H 5.22376 1.52479 1.98850
S 1.57846 -5.12641 -2.96390
C 1.76616 -3.69541 -2.11720
S 0.19836 -3.05561 -1.61000
S 3.21846 -2.95801 -1.78920
C -0.10784 2.65139 -2.78060
C -1.36604 1.83689 -2.77790
C -2.46404 2.26749 -3.50600
C -3.61794 1.48449 -3.48280
C -3.62794 0.33759 -2.74420
C -2.47534 -0.04821 -2.00070
N -1.37094 0.72669 -2.05350
N -2.41434 -1.10761 -1.21590
Si -3.57914 -2.35591 -1.17540
C -4.00854 -3.07081 -2.90740
C -3.04264 -3.84641 -0.12280
C -5.24354 -1.74751 -0.40200
H -0.30574 3.67189 -3.10470
H 0.62156 2.20559 -3.45560
H 0.31806 2.65799 -1.78210
H -2.42544 3.18639 -4.07340
H -4.49864 1.78619 -4.04180
H -4.50554 -0.28311 -2.69970
H -3.12014 -3.52951 -3.33200
H -4.34324 -2.30431 -3.60110
H -4.78994 -3.82381 -2.84230
H -1.96504 -3.95571 -0.16080
H -3.47694 -4.76581 -0.50590
H -3.34154 -3.74841 0.91570
H -5.79414 -1.09321 -1.07280
H -5.05654 -1.18651 0.50960
H -5.88934 -2.58601 -0.15600
F -1.05484 0.42149 6.91890
C -0.99384 -0.03281 5.61760
C -2.15324 -0.09531 4.86680
C -2.09804 -0.59631 3.58430
C -0.89984 -1.07481 3.01970
C -0.90184 -1.71571 1.73130
C 0.25516 -0.96571 3.81890
C 0.21706 -0.44601 5.09310
H -3.08554 0.21989 5.31330
H -2.99994 -0.64961 2.99040
H -1.90454 -1.96921 1.40460
H -0.25054 -2.58151 1.69540
H 1.19786 -1.30321 3.41810
H 1.11256 -0.37501 5.69190
*
```

=====

(3)
2 unconnected molecules or ions with the total composition C5H11OPS, computed with ωB97M-V/def2-TZVPD.

Summary:
Energy relative to the best compared isomer or geometry (same formula, charge and spin): 2.991 eV
Highest occupied orbital energy: -9.296 eV
Total energy: -27532.862 eV
SMILES: CCC/C=C/P=O.S

```
! wB97M-V def2-TZVPD RIJCOSX def2/J DEFGRID3
* xyz 0 1
C 1.29186 -0.41039 1.11873
C 1.37664 -1.16565 -0.23520
C 0.18406 -0.95687 -1.21574
C -1.01869 -1.52781 -0.65436
C -2.14843 -0.85155 -0.44513
P -3.54478 -1.84727 0.17536
O -4.73637 -0.94734 0.35312
H 2.18207 -0.47790 1.73219
H 1.28043 0.72762 0.88311
H 0.58974 -0.60685 1.84618
H 1.35218 -2.18164 -0.00852
H 2.36245 -1.17672 -0.77981
H 0.19318 0.16807 -1.20314
H 0.36376 -1.46314 -2.11391
H -0.80131 -2.44564 -0.24977
H -2.18268 0.08371 -0.83942
S -2.44162 3.68558 -0.20844
H -2.31867 3.23480 1.05765
H -1.30848 2.98540 -0.54497
*
```

=====

(4)
A single C20H23N3O3 molecule, computed with ωB97M-V/def2-TZVPD.

Summary:
Energy relative to the best compared isomer or geometry (same formula, charge and spin): 2.301 eV
Highest occupied orbital energy: -8.415 eV
Total energy: -31725.852 eV
SMILES: C/C(=N/NC(=O)c1ccoc1C)c1ccc(NC(=O)C2CCCC2)cc1

```
! wB97M-V def2-TZVPD RIJCOSX def2/J DEFGRID3
* xyz 0 1
C 0.69845 3.36649 -2.81006
C 1.08772 1.96927 -2.43663
N 1.72426 1.31587 -3.32505
N 2.22616 0.05995 -3.11003
C 2.89173 -0.37581 -1.99544
O 2.99585 0.29125 -0.98105
C 3.46278 -1.72142 -2.14895
C 3.32613 -2.64332 -3.23319
C 4.02477 -3.74771 -2.87458
O 4.58267 -3.58510 -1.65973
C 4.24436 -2.36411 -1.21368
C 4.73132 -1.92786 0.11625
C 0.64949 1.48885 -1.11326
C 0.83868 2.24979 0.03667
C 0.40570 1.78733 1.26092
C -0.25779 0.56674 1.36830
N -0.65324 0.13116 2.64161
C -1.81752 -0.40616 3.10998
O -1.89051 -0.71476 4.28116
C -2.97775 -0.53558 2.13436
C -3.32029 0.82121 1.47851
C -4.84381 0.91862 1.54501
C -5.17588 0.23008 2.86386
C -4.26065 -0.99248 2.85474
C -0.44415 -0.19904 0.22209
C 0.00149 0.26082 -1.00011
H -0.35881 3.52989 -2.61067
H 0.90988 3.53628 -3.86153
H 1.26834 4.07998 -2.21743
H 2.43087 -0.39877 -3.98718
H 2.77726 -2.51740 -4.14430
H 4.19715 -4.68097 -3.37232
H 4.41297 -2.63311 0.88251
H 4.32759 -0.94354 0.33246
H 5.81999 -1.88920 0.12583
H 1.36229 3.19139 -0.02113
H 0.57915 2.37455 2.15152
H -0.00094 0.35083 3.38612
H -2.70195 -1.27020 1.37679
H -2.94464 0.89252 0.45857
H -2.87881 1.63537 2.05656
H -5.19329 1.94936 1.50221
H -5.29131 0.36709 0.71618
H -6.22759 -0.03892 2.94838
H -4.91647 0.88392 3.69748
H -4.73021 -1.80802 2.30394
H -4.02897 -1.34094 3.86004
H -0.90976 -1.16952 0.28654
H -0.15270 -0.34467 -1.88226
*
```

=====

(5)
2 unconnected molecules or ions with the total composition C22H28BF5N2O6, computed with ωB97M-V/def2-TZVPD.

Summary:
Highest occupied orbital energy: -9.528 eV
Total energy: -52789.289 eV

```
! wB97M-V def2-TZVPD RIJCOSX def2/J DEFGRID3
* xyz 0 1
C -1.12742 1.89354 5.65673
C -1.93277 2.47466 4.36767
O -3.10713 3.14766 4.92566
C -2.31741 1.20272 3.44566
C -1.78674 1.31791 1.94960
N -2.74236 1.70278 0.92464
C -2.44135 1.83059 -0.47344
C -3.57339 2.21994 -1.56321
O -3.70165 1.05625 -2.45350
O -3.74093 0.00026 -1.57425
C -1.01421 1.59643 -1.00262
C 0.10278 1.17022 0.01950
C 1.55053 0.92151 -0.57636
O 2.44542 0.20735 -0.08011
O 1.85062 1.54412 -1.84563
C 1.74095 0.47060 -2.85389
C 3.18352 -0.20661 -3.15429
C 2.94972 -1.49462 -4.09043
O 2.60127 -1.27950 -5.28845
N 3.12257 -2.84471 -3.52861
C 2.33907 -3.85908 -4.27722
C 0.82586 -3.75777 -4.60398
C 0.10740 -4.89108 -5.37165
C 0.87475 -6.16035 -5.82955
C 2.38034 -6.27032 -5.48994
C 3.11343 -5.13269 -4.74153
C -0.31092 1.03688 1.50314
C 0.73384 0.57631 2.61153
C 0.29869 -0.92900 3.06965
C 1.08076 -2.05904 2.20342
F 0.40126 -1.13291 4.48937
H -1.89921 1.33775 6.31775
H -0.36244 1.10056 5.33583
H -0.61391 2.72805 6.25147
H -1.34965 3.28350 3.80894
H -3.83287 2.49375 5.05546
H -1.98826 0.25144 3.98643
H -3.47407 1.15816 3.40996
H -3.71766 1.86631 1.22189
H -4.57270 2.25939 -0.97901
H -3.34268 3.18139 -2.12547
H -3.21810 -0.75266 -1.95129
H -0.72065 1.71529 -2.09954
H 1.28810 0.88603 -3.83070
H 1.04678 -0.38139 -2.48873
H 3.70823 -0.57166 -2.20783
H 3.88941 0.49927 -3.72478
H 2.88665 -2.86072 -2.52386
H 0.25107 -2.83263 -4.25651
H -1.00424 -4.81508 -5.62004
H 0.36010 -7.01427 -6.39925
H 3.01358 -7.17965 -5.79860
H 4.22420 -5.20109 -4.51050
H 0.67432 1.28180 3.52722
H 1.82299 0.58194 2.27978
H -0.81624 -1.06420 2.79110
H 1.43201 -2.86221 2.93531
H 1.92648 -1.61120 1.58378
H 0.33743 -2.52240 1.46306
B 0.02910 6.14128 4.43707
F 0.41773 4.75695 4.44930
F -1.08767 6.32849 5.31457
F 1.12638 6.94824 4.87684
F -0.34068 6.51752 3.10243
*
```

=====

(6)
A molecular structure, C4H6O2S, computed with ωB97M-V/def2-TZVPD.

Summary:
Energy relative to the best compared isomer or geometry (same formula, charge and spin): 0.398 eV
Highest occupied orbital energy: -9.850 eV
Total energy: -19174.909 eV

```
! wB97M-V def2-TZVPD RIJCOSX def2/J DEFGRID3
* xyz 0 1
C 1.76620 -0.20273 0.22826
C 0.42970 -0.33091 -0.40871
C -1.70533 -0.63480 0.06968
C -0.68824 0.46782 0.24715
H 1.70778 -0.41959 1.32379
H 2.51751 -0.85567 -0.18726
H 2.16998 0.81841 0.05205
H 0.41082 -0.10401 -1.47858
H -0.47547 0.51869 1.31379
H -1.68596 1.56688 -0.91326
O -2.89335 -0.61177 0.16822
O -1.01444 1.69065 -0.24758
S -0.53920 -1.90297 -0.16753
*
```

=====

Please write out number 5 again, unchanged.
2 unconnected molecules or ions with the total composition C22H28BF5N2O6, computed with ωB97M-V/def2-TZVPD.

Summary:
Highest occupied orbital energy: -9.528 eV
Total energy: -52789.289 eV

```
! wB97M-V def2-TZVPD RIJCOSX def2/J DEFGRID3
* xyz 0 1
C -1.12742 1.89354 5.65673
C -1.93277 2.47466 4.36767
O -3.10713 3.14766 4.92566
C -2.31741 1.20272 3.44566
C -1.78674 1.31791 1.94960
N -2.74236 1.70278 0.92464
C -2.44135 1.83059 -0.47344
C -3.57339 2.21994 -1.56321
O -3.70165 1.05625 -2.45350
O -3.74093 0.00026 -1.57425
C -1.01421 1.59643 -1.00262
C 0.10278 1.17022 0.01950
C 1.55053 0.92151 -0.57636
O 2.44542 0.20735 -0.08011
O 1.85062 1.54412 -1.84563
C 1.74095 0.47060 -2.85389
C 3.18352 -0.20661 -3.15429
C 2.94972 -1.49462 -4.09043
O 2.60127 -1.27950 -5.28845
N 3.12257 -2.84471 -3.52861
C 2.33907 -3.85908 -4.27722
C 0.82586 -3.75777 -4.60398
C 0.10740 -4.89108 -5.37165
C 0.87475 -6.16035 -5.82955
C 2.38034 -6.27032 -5.48994
C 3.11343 -5.13269 -4.74153
C -0.31092 1.03688 1.50314
C 0.73384 0.57631 2.61153
C 0.29869 -0.92900 3.06965
C 1.08076 -2.05904 2.20342
F 0.40126 -1.13291 4.48937
H -1.89921 1.33775 6.31775
H -0.36244 1.10056 5.33583
H -0.61391 2.72805 6.25147
H -1.34965 3.28350 3.80894
H -3.83287 2.49375 5.05546
H -1.98826 0.25144 3.98643
H -3.47407 1.15816 3.40996
H -3.71766 1.86631 1.22189
H -4.57270 2.25939 -0.97901
H -3.34268 3.18139 -2.12547
H -3.21810 -0.75266 -1.95129
H -0.72065 1.71529 -2.09954
H 1.28810 0.88603 -3.83070
H 1.04678 -0.38139 -2.48873
H 3.70823 -0.57166 -2.20783
H 3.88941 0.49927 -3.72478
H 2.88665 -2.86072 -2.52386
H 0.25107 -2.83263 -4.25651
H -1.00424 -4.81508 -5.62004
H 0.36010 -7.01427 -6.39925
H 3.01358 -7.17965 -5.79860
H 4.22420 -5.20109 -4.51050
H 0.67432 1.28180 3.52722
H 1.82299 0.58194 2.27978
H -0.81624 -1.06420 2.79110
H 1.43201 -2.86221 2.93531
H 1.92648 -1.61120 1.58378
H 0.33743 -2.52240 1.46306
B 0.02910 6.14128 4.43707
F 0.41773 4.75695 4.44930
F -1.08767 6.32849 5.31457
F 1.12638 6.94824 4.87684
F -0.34068 6.51752 3.10243
*
```